(1)
Molecular formula: C17H28LuNO2P2
Method: DFT, ωB97M-V/def2-TZVPD

HOMO level ... -14.34 eV
Total charge ... +2
Energy above the lowest of the compared OMol25 structures with the same formula, charge and spin ... 47.6 kJ/mol
LUMO energy ... -6.49 eV

XYZ file:
```
51
C17H28LuNO2P2 | OMol25 | ωB97M-V/def2-TZVPD
Lu 0.397 1.004 -0.287
P 2.151 -0.964 0.419
C 2.344 -1.286 -1.404
C 1.067 -1.511 -2.171
N -0.043 -0.850 -1.757
C -1.240 -1.212 -2.288
C -1.318 -2.103 -3.333
C -0.169 -2.659 -3.861
C 1.031 -2.386 -3.231
C -2.518 -0.660 -1.712
P -2.235 0.811 -0.657
H 1.970 -2.854 -3.491
H -2.320 -2.315 -3.679
H -0.220 -3.297 -4.728
H -3.214 -0.376 -2.519
H -3.056 -1.431 -1.137
H 2.980 -0.497 -1.859
H 2.954 -2.196 -1.416
H 1.517 4.049 -2.194
O 1.688 3.190 -2.650
H 2.413 3.427 -3.290
H -1.140 4.655 -0.003
O -0.888 5.037 -0.870
H -1.278 5.929 -0.818
C -2.557 2.014 -2.016
H -3.577 1.797 -2.376
H -2.481 3.047 -1.649
H -1.854 1.867 -2.852
C -3.817 0.892 0.245
H -3.818 1.799 0.872
H -4.649 0.945 -0.486
H -3.950 0.007 0.892
C 2.277 -2.670 1.056
H 3.246 -3.090 0.731
H 2.249 -2.671 2.155
H 1.471 -3.315 0.682
C 3.862 -0.426 0.741
H 3.964 -0.179 1.805
H 4.529 -1.265 0.490
H 4.127 0.449 0.134
C -0.320 1.608 4.634
C -0.413 0.258 4.277
C -0.296 -0.143 2.930
C -0.064 0.823 1.963
C -0.019 2.183 2.292
C -0.132 2.570 3.643
H -0.409 1.912 5.679
H -0.583 -0.489 5.053
H -0.389 -1.204 2.649
H 0.092 2.968 1.516
H -0.075 3.629 3.909
```


(2)
Molecular formula: C6H7NS2
Method: DFT, ωB97M-V/def2-TZVPD

HOMO level ... -8.21 eV
Energy above the lowest of the compared OMol25 structures with the same formula, charge and spin ... 99.1 kJ/mol
Structure (SMILES) ... [H]/N=c1\ssc2c1CCC2
LUMO energy ... 0.35 eV

XYZ file:
```
16
C6H7NS2 | OMol25 | ωB97M-V/def2-TZVPD
C 0.404 -0.346 -0.035
C 0.015 0.206 1.113
C 1.711 -1.220 -0.067
C -0.525 -0.030 -1.125
C -1.280 0.889 0.921
C -1.298 1.196 -0.558
N 2.143 -1.941 -0.976
S 1.039 0.203 2.529
S 2.261 -1.262 1.705
H -0.009 0.175 -2.095
H -1.114 -0.960 -1.388
H -1.964 0.052 1.106
H -1.577 1.725 1.481
H -0.608 2.225 -0.579
H -2.209 1.482 -1.125
H 3.011 -2.396 -0.906
```


(3)
Molecular formula: C20H28N4O4
Method: DFT, ωB97M-V/def2-TZVPD

HOMO level ... -8.03 eV
Energy above the lowest of the compared OMol25 structures with the same formula, charge and spin ... 171.7 kJ/mol
Structure (SMILES) ... C[C@@H]1ON=C(C(=O)NCC[C@H]2CCCN(C(=O)c3ccc(N)c(O)c3)C2)[C@H]1C
LUMO energy ... 0.70 eV

XYZ file:
```
56
C20H28N4O4 | OMol25 | ωB97M-V/def2-TZVPD
C 7.408 3.456 1.415
C 7.125 2.002 1.724
O 7.175 1.242 0.480
N 5.885 0.990 0.067
C 5.068 1.284 0.995
C 3.596 1.102 0.822
O 2.833 1.375 1.736
N 3.204 0.638 -0.380
C 1.803 0.389 -0.671
C 1.319 -0.942 -0.103
C -0.148 -1.230 -0.400
C -0.518 -2.661 -0.008
C -2.000 -2.942 -0.238
C -2.876 -1.898 0.453
N -2.479 -0.552 0.051
C -3.048 0.109 -1.008
O -2.410 0.884 -1.705
C -4.508 -0.098 -1.257
C -5.447 -0.175 -0.237
C -6.797 -0.271 -0.536
C -7.240 -0.320 -1.853
N -8.594 -0.365 -2.178
C -6.286 -0.224 -2.873
O -6.773 -0.255 -4.155
C -4.944 -0.104 -2.579
C -1.078 -0.262 0.332
C 5.718 1.745 2.267
C 5.642 0.670 3.349
H 7.424 4.040 2.336
H 8.371 3.562 0.917
H 6.633 3.862 0.762
H 7.896 1.575 2.366
H 3.920 0.419 -1.052
H 1.228 1.215 -0.255
H 1.674 0.409 -1.754
H 1.936 -1.746 -0.516
H 1.482 -0.939 0.979
H -0.328 -1.102 -1.475
H 0.095 -3.374 -0.565
H -0.282 -2.804 1.054
H -2.217 -2.921 -1.311
H -2.266 -3.937 0.126
H -3.922 -2.062 0.214
H -2.763 -1.974 1.540
H -5.127 -0.127 0.796
H -7.530 -0.297 0.262
H -9.149 -0.953 -1.575
H -8.765 -0.565 -3.152
H -6.046 -0.149 -4.776
H -4.214 0.001 -3.374
H -0.924 -0.362 1.412
H -0.889 0.770 0.050
H 5.255 2.666 2.624
H 4.604 0.462 3.604
H 6.111 -0.253 3.004
H 6.161 1.001 4.250
```


(4)
Molecular formula: C23H22BrFeN2O2S2
Method: DFT, ωB97M-V/def2-TZVPD

Spin multiplicity ... 2
Expectation value of S² ... 0.80
HOMO level (spin up / spin down) ... -7.53 / -7.43 eV
Energy above the lowest of the compared OMol25 structures with the same formula, charge and spin ... 0.0 kJ/mol
LUMO energy (spin up / spin down) ... 0.11 / 0.00 eV

XYZ file:
```
53
C23H22BrFeN2O2S2 | OMol25 | ωB97M-V/def2-TZVPD
Fe -0.597 0.691 -0.527
C 2.122 1.134 0.743
N 1.506 0.635 -0.505
C 1.707 -0.831 -0.627
C 0.985 -1.293 -1.868
N -0.442 -0.906 -1.805
C -0.932 -0.690 -3.196
C -1.350 -1.884 -1.183
C -1.095 -3.243 -1.148
C -2.042 -4.115 -0.624
C -3.246 -3.618 -0.154
C -3.496 -2.254 -0.182
C -2.552 -1.364 -0.685
S -2.822 0.375 -0.664
C 2.073 1.352 -1.651
C 3.417 1.221 -1.976
C 3.944 1.901 -3.061
C 3.114 2.720 -3.819
C 1.777 2.852 -3.493
C 1.233 2.170 -2.400
S -0.452 2.359 -1.957
H 3.207 1.013 0.712
H 1.729 0.570 1.587
H 1.878 2.187 0.859
H 1.289 -1.291 0.268
H 2.771 -1.080 -0.688
H 1.116 -2.360 -2.044
H 1.407 -0.778 -2.731
H -0.820 -1.621 -3.759
H -0.356 0.107 -3.659
H -1.976 -0.394 -3.162
H -0.168 -3.649 -1.525
H -1.833 -5.176 -0.590
H -3.991 -4.290 0.252
H -4.425 -1.859 0.210
H 4.063 0.587 -1.380
H 4.991 1.795 -3.312
H 3.513 3.257 -4.670
H 1.130 3.490 -4.082
Br -1.740 1.010 7.869
C -1.452 0.943 5.999
C -1.276 -0.288 5.387
C -1.062 -0.331 4.019
C -1.029 0.847 3.282
C -1.214 2.073 3.910
C -1.425 2.127 5.278
C -0.799 0.796 1.822
O -0.545 -0.306 1.241
O -0.831 1.834 1.111
H -1.309 -1.195 5.973
H -0.927 -1.276 3.510
H -1.196 2.977 3.316
H -1.569 3.073 5.780
```


(5)
Molecular formula: C46H42CsN7OTe
Method: DFT, ωB97M-V/def2-TZVPD

Spin multiplicity ... 2
Expectation value of S² ... 0.76
HOMO level (spin up / spin down) ... -3.81 / -4.91 eV
Total charge ... -1
LUMO energy (spin up / spin down) ... 1.23 / 1.23 eV

XYZ file:
```
98
C46H42CsN7OTe | OMol25 | ωB97M-V/def2-TZVPD
Cs -1.071 0.651 0.621
N 5.975 1.333 4.923
C 4.872 1.478 4.632
C 3.490 1.671 4.266
C 2.656 0.570 4.104
C 1.330 0.758 3.751
C 0.825 2.042 3.532
C 1.675 3.136 3.693
C 2.991 2.959 4.068
C -0.576 2.240 3.082
C -0.802 3.117 2.008
C -2.046 3.612 1.504
C -1.747 4.277 0.339
C -0.334 4.152 0.170
N 0.235 3.481 1.153
C -1.589 1.457 3.651
C -1.543 0.717 4.878
C -2.769 0.115 5.009
C -3.509 0.487 3.845
N -2.828 1.283 3.043
H 3.044 -0.432 4.238
H 0.694 -0.108 3.612
H 1.291 4.131 3.515
H 3.645 3.811 4.193
H -3.004 3.506 1.984
H -2.428 4.789 -0.329
H 0.259 4.568 -0.636
H -0.722 0.687 5.579
H -3.107 -0.525 5.811
H -4.511 0.168 3.582
N -9.775 8.537 -2.361
C -9.024 7.670 -2.334
C -8.080 6.579 -2.303
C -7.440 6.241 -1.116
C -6.524 5.206 -1.088
C -6.250 4.488 -2.247
C -6.895 4.818 -3.432
C -7.801 5.862 -3.460
N -5.320 3.431 -2.219
C -4.520 2.998 -3.266
C -3.776 1.981 -2.758
N -4.100 1.762 -1.435
C -5.014 2.636 -1.144
H -7.654 6.803 -0.217
H -6.002 4.969 -0.170
H -6.703 4.244 -4.328
H -8.308 6.118 -4.381
H -4.521 3.476 -4.230
H -3.019 1.398 -3.257
H -5.503 2.730 -0.186
C -0.573 -2.936 2.762
C 0.491 -2.328 1.850
O 1.695 -2.512 2.169
N 0.026 -1.675 0.781
Te 1.615 -1.437 -0.633
C 3.761 -1.569 -1.334
C 4.081 -1.994 -2.627
C 3.057 -2.486 -3.624
C 5.425 -2.005 -3.022
C 6.442 -1.595 -2.174
C 7.884 -1.611 -2.617
C 6.096 -1.153 -0.901
C 4.775 -1.126 -0.473
C 4.453 -0.623 0.915
C 1.330 -3.508 -1.072
C 2.236 -4.504 -0.684
C 3.531 -4.234 0.042
C 1.936 -5.838 -0.979
C 0.780 -6.212 -1.639
C 0.477 -7.659 -1.938
C -0.105 -5.209 -2.015
C 0.146 -3.869 -1.747
C -0.896 -2.867 -2.177
H -0.109 -3.309 3.673
H -1.046 -3.766 2.233
H -1.351 -2.206 3.008
H 2.098 -1.980 -3.504
H 2.876 -3.558 -3.500
H 3.408 -2.316 -4.643
H 5.675 -2.344 -4.025
H 7.971 -1.941 -3.653
H 8.480 -2.284 -1.996
H 8.329 -0.616 -2.541
H 6.878 -0.820 -0.222
H 5.362 -0.453 1.494
H 3.810 -1.323 1.455
H 3.903 0.322 0.868
H 3.398 -3.447 0.783
H 4.319 -3.934 -0.653
H 3.860 -5.138 0.556
H 2.639 -6.606 -0.668
H 1.278 -8.309 -1.587
H 0.355 -7.820 -3.012
H -0.451 -7.972 -1.454
H -1.024 -5.477 -2.532
H -1.634 -3.339 -2.827
H -0.449 -2.027 -2.708
H -1.406 -2.461 -1.300
```


(6)
Molecular formula: C4H9NO
Method: DFT, ωB97M-V/def2-TZVPD

HOMO level ... -9.73 eV
Energy above the lowest of the compared OMol25 structures with the same formula, charge and spin ... 195.8 kJ/mol
Structure (SMILES) ... C=NCOCC
LUMO energy ... 1.12 eV

XYZ file:
```
15
C4H9NO | OMol25 | ωB97M-V/def2-TZVPD
C -2.443 -0.376 0.113
C -0.969 -0.286 -0.222
O -0.462 0.911 0.340
C 0.909 0.881 0.570
N 1.664 0.712 -0.660
C 2.604 -0.132 -0.637
H -2.577 -0.467 1.194
H -2.968 0.522 -0.225
H -2.898 -1.244 -0.372
H -0.426 -1.152 0.191
H -0.812 -0.290 -1.309
H 1.165 1.858 0.991
H 2.852 -0.736 0.248
H 1.157 0.089 1.311
H 3.206 -0.289 -1.534
```


(7)
Molecular formula: C9H15NO2
Method: DFT, ωB97M-V/def2-TZVPD

Spin multiplicity ... 3
Expectation value of S² ... 2.01
HOMO level (spin up / spin down) ... -4.69 / -10.01 eV
Energy above the lowest of the compared OMol25 structures with the same formula, charge and spin ... 0.0 kJ/mol
LUMO energy (spin up / spin down) ... 0.92 / -1.16 eV

XYZ file:
```
27
C9H15NO2 | OMol25 | ωB97M-V/def2-TZVPD
C 1.921 0.091 -0.269
C 1.021 -1.118 -0.356
C -2.132 -0.539 -0.813
C -2.207 0.936 -0.347
C -1.566 -1.346 0.339
C -0.852 1.718 -0.343
C -0.150 -0.933 0.647
C 0.138 1.229 0.621
C 3.360 -0.220 -0.685
N 1.488 1.201 0.184
O 0.225 -1.252 1.969
O -0.006 1.771 1.906
H 0.652 -1.136 -1.353
H 1.488 -2.104 -0.145
H -3.166 -0.977 -0.937
H -1.520 -0.712 -1.671
H -2.848 1.237 -1.194
H -2.668 1.041 0.635
H -2.155 -1.160 1.178
H -1.532 -2.447 0.167
H -0.557 1.532 -1.385
H -1.167 2.759 -0.274
H 3.705 0.309 -1.649
H 3.348 -1.321 -0.866
H 4.181 -0.056 0.017
H 0.060 -0.440 2.449
H 0.939 1.938 2.174
```


(8)
Molecular formula: C6H14N5
Method: DFT, ωB97M-V/def2-TZVPD

HOMO level ... -11.10 eV
Total charge ... +1
Energy above the lowest of the compared OMol25 structures with the same formula, charge and spin ... 229.1 kJ/mol
LUMO energy ... -3.23 eV

XYZ file:
```
25
C6H14N5 | OMol25 | ωB97M-V/def2-TZVPD
C 1.030 0.606 1.122
C 1.560 1.113 -1.146
C -0.010 -0.087 3.015
C 0.129 -0.442 0.754
C 0.127 -0.825 -0.567
C -0.437 -2.118 -1.102
N 1.786 1.309 0.289
N 1.138 -0.237 -1.321
N -0.643 -0.811 1.880
N 0.910 0.924 2.430
N -1.539 1.011 -1.431
H 0.919 2.008 -1.656
H 2.530 1.297 -1.692
H -0.813 0.525 3.535
H 0.498 -0.715 3.788
H -1.640 1.989 -1.639
H -1.333 -2.340 -0.599
H 0.342 -2.848 -1.146
H -0.539 -1.852 -2.099
H 2.180 2.152 0.618
H 1.317 -0.727 -2.162
H -0.638 -1.799 2.144
H 1.035 1.837 2.858
H -1.796 0.446 -2.320
H -2.328 1.017 -0.868
```


(9)
Molecular formula: C18H18N2O5S
Method: DFT, ωB97M-V/def2-TZVPD

HOMO level ... -7.98 eV
Energy above the lowest of the compared OMol25 structures with the same formula, charge and spin ... 1768.3 kJ/mol
LUMO energy ... -0.82 eV

XYZ file:
```
44
C18H18N2O5S | OMol25 | ωB97M-V/def2-TZVPD
C 2.952 1.087 0.734
H 3.091 0.362 1.360
C 1.980 2.213 1.161
C 1.830 3.255 0.172
H 2.899 3.523 -0.458
H 1.453 4.091 0.769
O 1.002 2.800 -0.568
C 1.220 2.682 -2.116
O 2.292 3.005 -2.506
C 0.115 2.370 -2.962
H -0.079 2.855 -3.758
H 0.175 1.126 -3.267
S -1.384 2.562 -2.323
C -1.979 1.158 -1.130
C -1.129 -0.025 -1.021
C 0.147 -0.241 -1.289
N 1.278 -0.455 -1.807
C -1.726 -1.018 0.044
C -0.858 -1.945 0.431
C -0.815 -3.307 0.394
C 0.224 -4.278 0.710
C 1.143 -3.703 1.719
C 1.145 -2.296 1.842
C 0.260 -1.405 1.490
H 0.223 -0.541 1.314
O 2.308 -1.948 2.499
C 3.186 -3.169 2.711
O 2.114 -4.303 2.081
H 4.074 -3.186 2.424
H 3.121 -3.372 3.855
H 0.056 -5.306 0.524
H -1.525 -3.805 -0.426
C -2.653 -0.366 1.077
C -3.466 0.620 0.494
O -4.615 0.825 0.986
N -3.340 1.285 -0.546
H -3.722 1.986 -1.081
H -1.987 0.279 1.989
H -3.177 -1.159 1.678
H -2.551 -1.725 -0.521
H 2.662 2.766 2.187
H 1.125 1.710 1.904
H 4.013 1.342 0.444
H 2.646 0.565 -0.144
```


(10)
Molecular formula: C22H29FN4O8
Method: DFT, ωB97M-V/def2-TZVPD

HOMO level ... -8.35 eV
Structure (SMILES) ... C=Cc1c(OCC)c(OC[C@@H](C)O)c2nc(CC(=O)O)c(CCO)nc2c1CC(=O)F.NC(N)=O
LUMO energy ... -0.60 eV

XYZ file:
```
64
C22H29FN4O8 | OMol25 | ωB97M-V/def2-TZVPD
C 2.114 4.927 1.598
C 2.399 3.618 1.920
C 1.436 2.445 1.558
C 1.775 1.518 0.431
O 2.972 1.780 -0.253
C 2.691 2.640 -1.384
C 4.032 3.027 -2.113
C 0.890 0.400 0.071
O 1.161 -0.457 -0.984
C 2.424 -1.136 -0.825
C 2.999 -1.392 -2.303
C 1.721 -1.727 -3.200
O 3.470 -0.104 -2.759
C -0.392 0.192 0.853
N -1.195 -0.881 0.477
C -2.345 -0.974 1.197
C -3.318 -2.161 0.826
C -2.603 -3.152 -0.167
O -2.184 -4.238 0.121
O -2.440 -2.688 -1.492
C -2.687 -0.006 2.287
C -4.085 -0.205 3.010
C -5.150 0.549 2.078
O -5.583 1.789 2.694
N -1.930 1.032 2.730
C -0.769 1.091 1.962
C 0.187 2.218 2.278
C -0.164 3.244 3.432
C 0.817 3.109 4.648
O 0.926 2.124 5.299
F 1.618 4.207 4.964
H 2.909 5.639 1.250
H 1.050 5.286 1.638
H 3.346 3.364 2.469
H 2.042 2.092 -2.124
H 2.134 3.552 -1.024
H 4.834 3.068 -1.321
H 4.310 2.231 -2.856
H 3.977 4.040 -2.589
H 3.173 -0.584 -0.202
H 2.319 -2.166 -0.356
H 3.765 -2.209 -2.330
H 1.018 -2.407 -2.656
H 1.185 -0.784 -3.518
H 2.012 -2.235 -4.165
H 4.385 -0.160 -3.079
H -3.598 -2.698 1.780
H -4.264 -1.795 0.343
H -3.319 -2.590 -1.909
H -4.315 -1.297 3.116
H -4.047 0.332 3.992
H -4.656 0.860 1.105
H -6.017 -0.107 1.789
H -5.441 2.487 2.029
H -1.206 3.082 3.834
H -0.157 4.269 2.969
C -0.084 -5.012 -3.505
O 0.960 -4.439 -3.775
N -0.805 -5.699 -4.437
N -0.614 -5.015 -2.257
H -1.664 -6.177 -4.237
H -0.443 -5.719 -5.374
H -0.111 -4.518 -1.544
H -1.470 -5.477 -2.013
```


(11)
Molecular formula: C9H17N3O
Method: DFT, ωB97M-V/def2-TZVPD

HOMO level ... -8.08 eV
Energy above the lowest of the compared OMol25 structures with the same formula, charge and spin ... 9.0 kJ/mol
Structure (SMILES) ... CCCC[C@H](C)n1[nH]c(=O)cc1N
LUMO energy ... 0.64 eV

XYZ file:
```
30
C9H17N3O | OMol25 | ωB97M-V/def2-TZVPD
C -4.321 -0.364 -0.232
C -2.888 -0.871 -0.121
C -2.049 0.019 0.796
C -0.583 -0.427 0.898
H -0.508 -1.473 0.599
H -0.248 -0.351 1.935
C 0.375 0.416 0.045
N 1.746 0.124 0.444
C 2.808 0.956 0.163
C 3.939 0.233 -0.064
C 3.601 -1.164 0.017
O 4.272 -2.174 -0.052
N 2.221 -1.171 0.207
H 1.747 -1.939 0.656
H 4.923 0.614 -0.239
N 2.640 2.323 0.112
H 3.510 2.831 0.157
H 1.930 2.701 0.720
C 0.191 0.210 -1.458
H -0.798 0.531 -1.768
H 0.326 -0.838 -1.713
H 0.931 0.795 -2.000
H 0.209 1.473 0.282
H -2.500 0.001 1.790
H -2.098 1.050 0.441
H -2.895 -1.887 0.278
H -2.441 -0.909 -1.115
H -4.341 0.639 -0.652
H -4.908 -1.016 -0.875
H -4.793 -0.333 0.748
```